{
  "formula": "C3H4O3",
  "method": "wB97M-V/def2-TZVPD",
  "total_energy_ha": -342.3185,
  "homo_ha": -0.334,
  "lumo_energy_ha": 0.0224,
  "symbols": ["C", "C", "C", "O", "O", "O", "H", "H", "H", "H"],
  "coordinates": [[1.795, -0.319, -0.684], [-1.170, -0.041, 0.537], [1.653, 0.415, 0.341], [1.745, -1.010, -1.668], [-2.379, 0.468, 0.249], [-0.941, -1.083, -0.198], [2.492, 0.951, 0.613], [0.829, 0.508, 0.931], [-2.431, 1.334, 0.747], [-1.592, -1.224, -0.868]],
  "nbo_charge": [0.720, 0.410, -0.784, -0.495, -0.711, -0.662, 0.250, 0.278, 0.512, 0.480]
}

=====

{
  "formula": "H3N3O2S",
  "method": "wB97M-V/def2-TZVPD",
  "total_energy_ha": -714.4703,
  "homo_ha": [-0.343, -0.351],
  "lumo_energy_ha": [-0.0245, -0.0560],
  "symbols": ["N", "N", "N", "O", "O", "S", "H", "H", "H"],
  "coordinates": [[1.030, 1.423, -0.266], [0.282, -0.528, -0.101], [-1.154, -0.452, -0.312], [-1.555, 0.374, -1.064], [-1.774, -1.348, 0.210], [0.914, -1.253, 1.247], [0.650, 1.855, -1.180], [1.960, 1.189, -0.403], [-0.352, -1.260, 1.870]],
  "nbo_charge": [-0.614, -0.408, 0.615, -0.338, -0.384, 0.319, 0.349, 0.316, 0.144]
}

=====

{
  "formula": "C22H51N10O7",
  "method": "wB97M-V/def2-TZVPD",
  "total_energy_ha": -1942.9621,
  "homo_ha": -0.376,
  "lumo_energy_ha": -0.0810,
  "charge": 1,
  "symbols": ["C", "O", "C", "N", "N", "C", "N", "C", "N", "H", "H", "H", "H", "H", "H", "H", "H", "H", "C", "C", "O", "N", "C", "H", "H", "H", "H", "H", "H", "H", "C", "C", "O", "N", "C", "H", "H", "H", "H", "H", "H", "H", "C", "C", "O", "N", "C", "H", "H", "H", "H", "H", "H", "H", "C", "C", "O", "N", "C", "H", "H", "H", "H", "H", "H", "H", "C", "C", "O", "N", "C", "H", "H", "H", "H", "H", "H", "H", "C", "C", "O", "N", "C", "H", "H", "H", "H", "H", "H", "H"],
  "coordinates": [[0.621, 1.002, -0.680], [1.996, 1.260, -1.017], [2.323, 2.590, -1.176], [2.878, 3.118, 0.081], [4.108, 2.735, 0.488], [4.304, 3.361, 1.660], [3.282, 4.084, 1.991], [2.378, 3.958, 0.987], [1.194, 4.564, 0.930], [-0.005, 1.892, -0.751], [0.538, 0.616, 0.332], [0.232, 0.287, -1.395], [1.493, 3.219, -1.494], [3.082, 2.635, -1.954], [4.711, 2.098, -0.004], [5.213, 3.216, 2.226], [0.738, 4.695, 0.047], [0.755, 4.938, 1.751], [4.265, 1.030, 5.519], [5.394, 1.954, 5.139], [5.677, 2.180, 3.960], [6.092, 2.530, 6.131], [5.909, 2.386, 7.572], [3.804, 0.647, 4.613], [4.640, 0.188, 6.101], [3.511, 1.566, 6.095], [6.831, 3.132, 5.804], [5.706, 3.362, 8.008], [6.822, 1.996, 8.013], [5.088, 1.716, 7.800], [0.754, -2.992, -2.967], [0.068, -1.757, -3.488], [-0.842, -1.208, -2.872], [0.482, -1.262, -4.677], [1.527, -1.770, -5.547], [0.308, -3.263, -2.015], [0.619, -3.820, -3.663], [1.818, -2.805, -2.815], [-0.024, -0.440, -4.968], [2.288, -1.001, -5.690], [1.098, -2.019, -6.518], [1.991, -2.655, -5.129], [8.995, 4.447, 8.673], [8.466, 3.859, 9.961], [7.327, 3.423, 10.057], [9.305, 3.831, 11.024], [10.679, 4.297, 11.103], [8.213, 4.402, 7.921], [9.279, 5.489, 8.815], [9.855, 3.878, 8.317], [8.891, 3.428, 11.850], [11.329, 3.466, 11.378], [10.757, 5.067, 11.872], [11.011, 4.708, 10.157], [-4.673, -4.379, -5.425], [-3.522, -3.523, -4.956], [-2.354, -3.853, -5.114], [-3.820, -2.352, -4.341], [-5.132, -1.798, -4.066], [-4.274, -5.275, -5.892], [-5.299, -4.675, -4.581], [-5.278, -3.839, -6.154], [-3.005, -1.829, -4.051], [-5.212, -0.829, -4.559], [-5.230, -1.656, -2.986], [-5.922, -2.444, -4.420], [-8.435, -1.085, -8.111], [-7.675, -1.049, -6.807], [-6.858, -1.910, -6.511], [-7.931, -0.019, -5.960], [-8.858, 1.084, -6.140], [-8.123, -1.960, -8.672], [-9.508, -1.152, -7.927], [-8.220, -0.195, -8.704], [-7.394, -0.054, -5.109], [-8.312, 2.028, -6.102], [-9.593, 1.076, -5.333], [-9.376, 1.012, -7.089], [-5.050, -3.977, -1.128], [-6.357, -3.937, -0.373], [-6.797, -2.901, 0.098], [-7.037, -5.104, -0.233], [-6.674, -6.422, -0.722], [-4.628, -2.978, -1.157], [-4.339, -4.637, -0.630], [-5.217, -4.315, -2.152], [-7.899, -5.007, 0.279], [-7.452, -6.790, -1.393], [-6.589, -7.112, 0.120], [-5.730, -6.398, -1.255]],
  "mulliken_charge": [-0.308, -0.348, -0.529, 0.331, -0.300, -0.157, -0.580, 0.671, -0.360, 0.298, 0.291, -0.062, 0.484, 0.282, 0.230, 0.642, 0.194, 0.246, -1.307, 0.817, -0.712, -0.092, -0.829, 0.276, 0.387, 0.375, 0.191, 0.291, 0.245, 0.331, -1.596, 1.027, -0.756, -0.116, -0.884, 0.351, 0.404, 0.401, 0.238, 0.289, 0.303, 0.335, -1.156, 0.782, -0.639, -0.184, -0.816, 0.120, 0.417, 0.365, 0.241, 0.283, 0.286, 0.315, -1.073, 0.847, -0.672, 0.067, -1.026, 0.331, 0.208, 0.279, 0.056, 0.333, 0.260, 0.361, -1.455, 0.855, -0.559, -0.073, -0.919, 0.296, 0.368, 0.371, 0.159, 0.295, 0.292, 0.361, -0.827, 0.722, -0.663, -0.151, -0.798, 0.219, 0.452, -0.015, 0.228, 0.270, 0.284, 0.312]
}

=====

{
  "formula": "C3H4N2O2S",
  "method": "wB97M-V/def2-TZVPD",
  "total_energy_ha": -774.6607,
  "homo_ha": [-0.346, -0.310],
  "lumo_energy_ha": [-0.0652, -0.0691],
  "symbols": ["C", "C", "C", "N", "N", "O", "O", "S", "H", "H", "H", "H"],
  "coordinates": [[0.441, 0.788, 0.282], [0.361, -0.762, 0.399], [-1.515, 1.595, 1.192], [-0.433, 1.677, 0.463], [-1.446, 0.932, 2.437], [-2.315, 1.141, 3.263], [-0.395, 0.310, 2.661], [-1.212, -1.485, 0.804], [1.443, 0.912, -0.042], [0.870, -1.322, -0.355], [0.661, -0.878, 1.488], [-2.458, 2.197, 0.987]],
  "nbo_charge": [0.214, -0.695, 0.153, -0.397, 0.442, -0.359, -0.465, 0.099, 0.192, 0.245, 0.335, 0.236]
}